Entry 1:
ORCA calculation (ωB97M-V with the def2-TZVPD basis set) on a structure of composition C17H31BeCl3O2P2.

For the total energy, the calculation gives -78771.0952 eV. As for the energy relative to the best compared isomer or geometry (same formula, charge and spin): 23.3 kcal per mole. The value obtained for the LUMO energy is 0.001 eV. The calculation puts the gap between HOMO and LUMO at 0.2517 hartree.

Each line ends with the Löwdin charge.
Geometry (Å):
P -4.04825 -1.26397 -2.68474  0.9702
P -2.46442 -3.99668 -4.09359  0.8333
C -4.43360 -2.10484 -4.30181  -0.3347
C -4.20109 -3.61796 -4.41114  -0.3941
H -3.87082 -1.56530 -5.08427  0.0915
H -5.49658 -1.88027 -4.49929  0.0896
H -4.83827 -4.19133 -3.72379  0.0834
H -4.41499 -3.95738 -5.43613  0.0830
C -1.60824 -3.95346 -5.68123  -0.2493
H -0.54345 -4.15860 -5.52763  0.0459
H -1.70598 -2.96182 -6.14183  0.0528
H -2.05050 -4.71383 -6.33221  0.0418
C -2.39944 -5.69440 -3.47459  -0.2465
H -2.27759 -6.37664 -4.32322  0.0412
H -3.32650 -5.92683 -2.93492  0.0472
H -1.55058 -5.80049 -2.78785  0.0394
C -4.28603 0.43695 -3.23797  -0.1820
H -4.12344 1.16216 -2.43861  0.0398
H -5.32417 0.52769 -3.59259  0.0704
H -3.62860 0.67051 -4.08418  0.0729
C -5.51454 -1.65480 -1.69032  -0.1810
H -5.47207 -2.67794 -1.30767  0.0613
H -6.40567 -1.54550 -2.32017  0.0571
H -5.57582 -0.95468 -0.85167  0.0642
Be -1.37494 0.83379 -0.62186  0.2245
C 0.40159 -3.73593 -1.79333  -0.1073
C 0.63421 -3.27669 -3.03316  -0.1167
C -0.19195 -2.14358 -3.55311  -0.2466
C -0.21607 -0.87449 -2.67889  -0.2414
C -1.51877 -0.47468 -2.09672  -0.2825
C -2.53967 -1.52603 -1.68059  -0.3996
C -2.02731 -2.92356 -1.27365  -0.2028
C -0.54946 -3.04434 -0.85627  -0.1804
C -2.26889 2.26143 -0.42368  -0.1408
H 0.97676 -4.57332 -1.39386  0.1010
H 1.31481 -3.77532 -3.72658  0.0989
H -1.26433 -2.48721 -3.54385  -0.0057
H 0.09428 -1.88338 -4.58554  0.1086
H 0.55960 -0.97703 -1.91395  0.0244
H 0.13997 -0.04394 -3.30159  0.1185
H -1.98343 0.40102 -2.58721  0.0507
H -2.98794 -1.13362 -0.72424  0.1133
H -2.30854 -3.69458 -2.01522  0.0114
H -2.59374 -3.21932 -0.37866  0.1112
H -0.15854 -2.06564 -0.53370  0.0754
H -0.53517 -3.63828 0.07365  0.1118
H -2.70489 2.29620 0.57830  -0.0061
H -3.06112 2.34350 -1.17208  -0.0406
H -1.61112 3.13715 -0.49775  0.0044
Cl 3.19320 0.86714 1.72081  0.6054
C 1.97743 -0.09891 0.87127  -1.4566
Cl 2.69929 -0.82119 -0.60580  0.6315
Cl 1.35465 -1.38494 1.93932  0.6057
C 0.79061 0.79913 0.32189  -0.6873
O 1.01751 1.92953 -0.09128  0.0435
O -0.38092 0.18593 0.33700  -0.1233

Forces on atoms 1 to 2 (eV/Å):
-0.61 -1.20 -0.93
0.07 0.33 0.69

***

Entry 2:
ORCA calculation (ωB97M-V with the def2-TZVPD basis set) on a structure of composition C17H31CaF3O2P2.

For the total energy, the calculation gives -67388.4249 eV. As for the energy relative to the best compared isomer or geometry (same formula, charge and spin): 94.2 kcal per mole. The value obtained for the LUMO energy (spin up / spin down) is 0.050 / 0.031 eV. The calculation puts the gap between HOMO and LUMO (spin up / spin down) at 0.1584 / 0.1679 hartree.

Each line ends with the Löwdin charge.
Geometry (Å):
P -1.60781 2.03311 0.73062  0.9028
P 1.17392 -1.08819 1.92590  0.9354
C 0.02609 1.45641 1.29630  -0.2955
C 0.90005 0.30513 0.71809  -0.4050
H -0.13573 1.23685 2.36372  0.0590
H 0.63840 2.39076 1.26113  0.1021
H 0.65119 0.14144 -0.34311  -0.0339
H 1.88228 0.77536 0.63844  0.0616
C 2.67083 -0.53099 2.86058  -0.2550
H 2.36410 -0.44771 3.91591  0.0340
H 3.01244 0.44440 2.47620  0.0327
H 3.51529 -1.24645 2.80787  0.0429
C 1.96477 -2.58821 1.08532  -0.3123
H 2.83041 -2.34239 0.45896  0.0039
H 1.29750 -3.23140 0.47682  0.0093
H 2.35545 -3.29257 1.84077  0.0462
C -1.49321 3.61448 -0.13756  -0.1728
H -2.24924 4.28264 0.28887  0.0566
H -1.67678 3.48491 -1.21104  0.0607
H -0.51096 4.07210 0.01493  0.0604
C -2.73545 1.04044 -0.25384  -0.1843
H -2.50062 -0.03240 -0.28704  0.0467
H -2.92380 1.45377 -1.24721  0.0620
H -3.71607 1.09580 0.23103  0.0640
Ca -0.06976 -1.62741 -1.01206  1.2298
C 1.63813 -2.05966 -2.30714  -0.4146
C 2.35912 -1.07449 -1.68731  -0.2918
C 2.57501 0.32522 -2.18738  -0.2177
C 1.34825 0.98032 -2.87289  -0.2124
C 0.01507 0.59865 -2.32002  -0.3025
C -0.84584 -0.36197 -2.80323  -0.3722
C -0.46758 -1.43925 -3.78679  -0.2266
C 1.02752 -1.95445 -3.67946  -0.2126
C -2.61438 2.26920 2.20553  -0.1764
H 1.52590 -3.05258 -1.78405  0.0814
H 3.15834 -1.38853 -1.00601  0.0739
H 3.45805 0.34469 -2.85129  0.1061
H 2.86253 0.97619 -1.33859  0.0891
H 1.43774 2.06207 -2.68171  0.0991
H 1.40441 0.89035 -3.96608  0.1056
H -0.42436 1.42017 -1.73912  0.0560
H -1.90400 -0.22543 -2.54532  0.0627
H -0.61382 -0.99957 -4.78402  0.1007
H -1.15227 -2.30899 -3.74103  0.1015
H 1.10082 -2.97599 -4.07746  0.1008
H 1.68122 -1.34249 -4.31314  0.1044
H -3.19758 1.35186 2.36115  0.0554
H -3.27323 3.13536 2.05134  0.0655
H -1.97481 2.39857 3.08221  0.0699
F -1.54425 -1.56030 5.22606  0.1132
C -2.45140 -1.36123 4.21927  -0.4761
F -3.31251 -2.41354 4.24272  0.1214
F -3.15531 -0.20363 4.45707  0.0948
C -1.69171 -1.17726 2.86422  -0.5884
O -0.64993 -0.44093 3.02545  -0.2478
O -1.98244 -1.81225 1.83740  -0.0136

Forces on atoms 1 to 2 (eV/Å):
-0.21 -0.43 0.12
0.68 -3.24 0.08